{"formula": "C16H19BaCl2N2O", "method": "ωB97M-V/def2-TZVPD", "homo_energy_ev": -2.7, "charge": -1, "multiplicity": 1, "e_lumo_ev": 2.11, "de_lowest_kj_mol": 193.2, "e_tot_ha": -1751.650353, "largest_force_ha_per_bohr": 0.0645, "symbols": ["Ba", "C", "C", "C", "C", "C", "C", "C", "C", "C", "C", "N", "C", "C", "C", "C", "C", "N", "H", "H", "H", "H", "H", "H", "H", "H", "H", "H", "H", "H", "H", "H", "H", "H", "H", "Cl", "C", "Cl", "H", "H", "O"], "positions_angstrom": [[-1.19, -0.44, -2.88], [-1.26, 1.67, 3.09], [-1.82, 0.29, 2.76], [-0.74, -0.70, 2.41], [-0.11, -1.42, 3.41], [0.86, -2.37, 3.12], [1.18, -2.59, 1.79], [0.58, -1.88, 0.75], [1.01, -2.24, -0.65], [2.46, -1.81, -0.90], [-0.38, -0.90, 1.06], [-1.14, -0.14, 0.14], [-0.61, 0.79, -0.59], [-1.40, 1.79, -1.27], [-2.53, 2.39, -0.69], [-2.91, 3.39, -1.58], [-2.02, 3.30, -2.67], [-1.10, 2.34, -2.50], [-2.06, 2.37, 3.31], [-0.68, 2.07, 2.25], [-0.60, 1.63, 3.97], [-2.53, 0.37, 1.94], [-2.38, -0.09, 3.62], [-0.40, -1.24, 4.45], [1.34, -2.93, 3.91], [1.92, -3.35, 1.55], [0.30, -1.80, -1.35], [0.95, -3.32, -0.82], [2.55, -0.75, -0.70], [2.71, -2.06, -1.94], [3.15, -2.34, -0.24], [0.48, 0.92, -0.69], [-2.97, 2.14, 0.26], [-3.73, 4.09, -1.47], [-2.02, 3.91, -3.56], [1.96, -0.25, -3.03], [3.72, -0.01, -3.27], [4.72, -1.46, -3.44], [4.09, 0.57, -2.43], [3.83, 0.55, -4.20], [-3.24, -0.47, -2.93]], "mulliken_charge": [1.488, -1.064, -0.884, 0.789, -0.559, -0.816, -0.669, 0.335, 0.121, -1.050, 0.110, -0.165, -0.475, 0.922, -0.754, -0.637, -0.685, -0.579, 0.330, 0.263, 0.371, 0.288, 0.499, 0.389, 0.372, 0.394, -0.665, 0.518, 0.279, 0.256, 0.416, 0.042, 0.356, 0.381, 0.409, -0.137, -0.391, -0.182, 0.259, 0.345, -1.220]}


{"formula": "C16H19BrN3O4Re", "method": "ωB97M-V/def2-TZVPD", "homo_energy_ev": [-2.6, -2.2], "charge": -1, "multiplicity": 2, "e_lumo_ev": [2.67, 2.68], "de_lowest_kj_mol": 135.7, "e_tot_ha": -3738.619044, "s2": 0.768, "largest_force_ha_per_bohr": 0.0299, "symbols": ["Re", "Br", "C", "C", "C", "C", "C", "C", "C", "O", "O", "H", "H", "H", "H", "C", "H", "H", "H", "N", "C", "C", "C", "C", "C", "C", "H", "H", "H", "H", "H", "C", "O", "H", "H", "H", "N", "C", "N", "O", "H", "H", "H", "H"], "positions_angstrom": [[0.32, -0.03, 0.27], [3.13, 1.55, -4.00], [1.84, 2.69, -3.15], [1.35, 3.76, -3.87], [0.42, 4.60, -3.25], [0.01, 4.33, -1.97], [0.49, 3.23, -1.24], [1.44, 2.40, -1.85], [-0.13, 3.03, 0.14], [-0.48, 4.06, 0.73], [-0.34, 1.85, 0.54], [1.68, 3.94, -4.88], [0.02, 5.44, -3.80], [-0.72, 4.95, -1.46], [1.97, 0.44, -1.76], [-1.60, -1.00, 0.31], [-1.54, -2.09, 0.47], [-2.15, -0.86, -0.63], [-2.26, -0.62, 1.10], [2.00, 1.28, -1.18], [3.26, 1.41, -0.58], [3.82, 2.65, -0.27], [5.09, 2.71, 0.28], [5.81, 1.56, 0.54], [5.24, 0.32, 0.27], [3.98, 0.25, -0.30], [3.26, 3.56, -0.44], [5.51, 3.68, 0.51], [6.80, 1.62, 0.95], [5.77, -0.59, 0.49], [3.52, -0.71, -0.48], [1.09, -2.96, -0.74], [1.41, -1.82, -0.02], [1.88, -3.71, -0.59], [1.01, -2.75, -1.82], [0.13, -3.40, -0.42], [2.73, -0.03, 4.08], [2.41, -0.37, 2.77], [2.53, -1.68, 2.45], [2.13, 0.50, 1.96], [2.52, -0.70, 4.81], [2.52, 0.93, 4.31], [2.46, -2.38, 3.17], [2.11, -1.89, 1.51]], "mulliken_charge": [0.487, -0.196, 0.272, -0.496, -0.571, -0.796, 0.385, -0.828, 0.441, -0.757, -0.587, 0.386, 0.375, 0.482, 0.578, -1.170, 0.250, 0.294, 0.293, 0.520, 0.658, -0.361, -0.744, -0.583, -0.518, -0.249, 0.450, 0.370, 0.368, 0.380, 0.269, -0.889, -0.271, 0.229, 0.238, 0.217, -0.538, 0.296, -0.364, -0.408, 0.194, 0.285, 0.209, 0.402]}


{"formula": "C16H19Cl2N2Tc", "method": "ωB97M-V/def2-TZVPD", "homo_energy_ev": [-19.4, -18.8], "charge": 3, "multiplicity": 2, "e_lumo_ev": [-13.16, -13.25], "e_tot_ha": -1730.609981, "s2": 0.904, "largest_force_ha_per_bohr": 0.0254, "symbols": ["Tc", "Cl", "C", "Cl", "H", "H", "C", "C", "C", "C", "C", "C", "C", "C", "C", "C", "N", "C", "C", "C", "C", "C", "N", "H", "H", "H", "H", "H", "H", "H", "H", "H", "H", "H", "H", "H", "H", "H", "H", "H"], "positions_angstrom": [[0.43, 0.45, 0.41], [0.13, 0.39, 2.80], [-0.97, 1.84, 2.77], [-1.08, 2.31, 1.03], [-0.51, 2.64, 3.34], [-1.94, 1.55, 3.15], [1.61, 1.53, -1.46], [2.55, 1.50, -0.25], [3.50, 0.32, -0.17], [4.82, 0.56, -0.24], [5.74, -0.52, -0.20], [5.33, -1.84, -0.11], [4.00, -2.19, -0.05], [3.72, -3.66, 0.07], [3.34, -4.28, -1.30], [3.01, -1.07, -0.06], [1.70, -1.18, 0.06], [0.97, -2.38, -0.12], [-0.36, -2.27, -0.12], [-1.43, -3.25, -0.33], [-2.58, -2.57, -0.28], [-2.24, -1.15, -0.04], [-0.96, -0.98, 0.06], [1.17, 2.52, -1.61], [0.75, 0.80, -1.48], [2.12, 1.23, -2.38], [2.04, 1.66, 0.73], [3.14, 2.41, -0.29], [5.19, 1.57, -0.33], [6.80, -0.30, -0.23], [6.07, -2.62, -0.07], [2.99, -3.88, 0.85], [4.64, -4.13, 0.41], [2.55, -3.74, -1.83], [3.02, -5.31, -1.16], [4.21, -4.28, -1.95], [1.44, -3.32, -0.31], [-1.29, -4.31, -0.50], [-3.58, -2.95, -0.40], [-2.94, -0.33, 0.04]], "mulliken_charge": [-0.107, 0.064, -0.190, 0.043, 0.385, 0.379, -0.972, -0.985, 0.859, -0.978, -0.784, -1.029, 1.238, -1.241, -1.140, 0.837, 0.129, 0.094, -0.226, -0.960, -0.647, -0.137, 0.120, 0.389, 0.577, 0.441, 0.446, 0.682, 0.465, 0.456, 0.498, 0.606, 0.503, 0.486, 0.370, 0.383, 0.433, 0.521, 0.505, 0.485]}


{"formula": "C16H19ClN2O2", "method": "ωB97M-V/def2-TZVPD", "homo_energy_ev": -7.6, "multiplicity": 1, "e_lumo_ev": 0.51, "de_lowest_kj_mol": 1330.1, "e_tot_ha": -1340.791789, "smiles": "O=C(NCc1cccc(Cl)c1)[C@@H]1CCC(=O)N(C2CC2)C1", "largest_force_ha_per_bohr": 0.2672, "symbols": ["O", "C", "N", "C", "C", "C", "C", "C", "C", "Cl", "C", "C", "C", "C", "C", "O", "N", "C", "C", "C", "C", "H", "H", "H", "H", "H", "H", "H", "H", "H", "H", "H", "H", "H", "H", "H", "H", "H", "H", "H"], "positions_angstrom": [[3.01, 2.26, 0.51], [2.62, 1.17, 0.69], [1.50, 1.15, 1.40], [0.44, 1.98, 1.45], [-0.79, 1.83, 0.70], [-0.82, 2.71, -0.59], [-1.70, 2.12, -1.53], [-2.74, 1.23, -1.30], [-2.68, 0.64, -0.07], [-3.84, -0.59, 0.34], [-1.79, 0.85, 1.14], [3.22, -0.01, 0.15], [3.13, -0.06, -1.41], [1.70, 0.09, -1.69], [0.73, -0.68, -1.44], [-0.31, -0.92, -1.67], [1.10, -1.69, -0.07], [0.16, -2.19, 0.55], [0.38, -3.83, 0.95], [-0.52, -3.48, -0.12], [2.44, -1.21, 0.61], [0.97, 0.12, 1.49], [0.11, 2.03, 2.69], [0.91, 3.02, 1.44], [-0.12, 3.34, -0.97], [-1.73, 2.44, -2.61], [-3.41, 1.00, -1.89], [-1.77, 0.48, 2.08], [4.10, -0.10, 0.74], [3.63, 0.92, -1.47], [3.68, -0.83, -1.64], [1.37, 1.11, -1.74], [1.62, -0.06, -2.84], [-0.50, -1.91, 1.33], [1.45, -4.12, 0.52], [0.11, -4.36, 1.75], [-0.28, -3.44, -1.28], [-1.63, -3.64, -0.12], [2.29, -1.51, 1.48], [3.02, -2.24, 0.51]], "mulliken_charge": [-0.627, 0.109, 0.022, -1.701, 1.129, -1.003, -0.137, -1.214, 0.598, -0.227, -0.989, 0.728, -1.591, -0.835, 1.013, -0.308, -0.026, 0.183, -0.856, -0.497, -2.437, 0.381, 0.229, 0.621, 0.514, 0.251, 0.883, 0.722, 0.454, 0.388, 0.674, 0.118, 0.393, 0.323, 0.181, 0.435, 0.132, 0.212, 1.278, 0.478]}


{"formula": "C16H19FN2O2", "method": "ωB97M-V/def2-TZVPD", "homo_energy_ev": -8.7, "multiplicity": 1, "e_lumo_ev": 0.60, "de_lowest_kj_mol": 1148.8, "e_tot_ha": -980.585991, "largest_force_ha_per_bohr": 0.3210, "symbols": ["O", "C", "N", "C", "O", "C", "N", "C", "C", "C", "C", "C", "H", "H", "C", "H", "H", "H", "H", "H", "H", "H", "H", "H", "H", "C", "H", "H", "H", "C", "C", "C", "C", "C", "C", "H", "H", "F", "H", "H"], "positions_angstrom": [[2.22, 0.96, -1.81], [1.53, 0.25, -1.11], [1.71, 0.27, 0.18], [0.96, -0.61, 0.98], [0.86, -0.64, 2.27], [0.22, -1.37, 0.05], [-1.11, -1.33, 0.47], [-2.07, -2.24, -0.08], [-2.45, -2.38, -1.53], [-3.61, -1.50, -1.89], [-3.05, -0.04, -1.82], [-3.00, 0.47, -0.27], [-3.44, 1.52, 0.04], [-3.83, -0.25, 0.29], [-1.77, 0.21, 0.41], [-0.93, 0.74, 0.10], [-1.89, 0.27, 1.66], [-2.22, 0.17, -2.10], [-4.03, 0.58, -2.28], [-3.68, -1.73, -2.97], [-4.47, -1.62, -1.37], [-2.64, -3.59, -1.66], [-1.51, -2.41, -2.21], [-1.40, -3.39, 0.31], [-2.96, -2.07, 0.37], [0.61, -0.80, -1.46], [-0.25, -0.30, -1.81], [1.18, -1.51, -2.22], [0.56, -2.47, 0.10], [2.65, 1.16, 1.04], [2.25, 1.90, 2.03], [3.03, 2.88, 2.80], [4.33, 2.94, 2.27], [4.74, 2.40, 1.28], [3.95, 1.49, 0.58], [4.36, 0.89, -0.56], [5.70, 2.68, 0.73], [5.26, 3.60, 3.02], [2.78, 3.25, 3.68], [1.42, 1.65, 2.48]], "mulliken_charge": [-0.659, 0.448, 0.201, 0.046, -0.645, -0.122, 0.143, -1.273, -0.289, -1.080, -1.126, -0.389, 0.321, 0.288, -0.646, 0.431, 0.175, 0.941, 0.226, 0.329, 0.521, 0.333, 0.226, 0.301, 0.724, 0.188, -0.227, 0.246, 0.567, -0.116, -0.114, -1.375, 0.823, -0.499, -0.088, 0.062, 0.289, -0.326, 0.591, 0.555]}


{"formula": "C16H19FN2O2P2S2", "method": "ωB97M-V/def2-TZVPD", "homo_energy_ev": -8.2, "multiplicity": 1, "e_lumo_ev": 0.19, "e_tot_ha": -2460.016317, "smiles": "CCCCc1cc2c(cc1P(N)O)Sc1c(S)cc([PH2]=O)cc1N2F", "largest_force_ha_per_bohr": 0.0082, "symbols": ["C", "C", "C", "C", "C", "C", "C", "C", "C", "C", "P", "N", "O", "S", "C", "C", "S", "C", "C", "P", "O", "C", "C", "N", "F", "H", "H", "H", "H", "H", "H", "H", "H", "H", "H", "H", "H", "H", "H", "H", "H", "H", "H", "H"], "positions_angstrom": [[-1.81, 1.66, -4.36], [-0.33, 1.39, -4.01], [0.39, 2.56, -3.35], [0.07, 2.83, -1.86], [-0.28, 1.59, -1.07], [0.76, 0.73, -0.75], [0.51, -0.47, -0.13], [-0.79, -0.83, 0.20], [-1.83, 0.05, -0.06], [-1.59, 1.27, -0.70], [-3.03, 2.38, -1.04], [-4.15, 1.73, 0.11], [-2.61, 3.72, -0.19], [-1.14, -2.39, 0.94], [0.31, -2.51, 1.94], [0.27, -3.15, 3.19], [-1.25, -3.79, 3.84], [1.43, -3.25, 3.95], [2.62, -2.73, 3.47], [4.12, -2.86, 4.45], [5.18, -1.88, 4.13], [2.67, -2.10, 2.23], [1.52, -1.99, 1.47], [1.54, -1.40, 0.18], [2.78, -0.78, -0.01], [-2.11, 2.68, -4.11], [-2.49, 0.97, -3.85], [-1.98, 1.53, -5.43], [-0.24, 0.48, -3.41], [0.20, 1.18, -4.95], [0.14, 3.47, -3.91], [1.47, 2.42, -3.47], [-0.69, 3.61, -1.78], [0.98, 3.26, -1.42], [1.77, 1.00, -1.03], [-2.82, -0.22, 0.26], [-4.68, 2.48, 0.53], [-4.80, 1.10, -0.35], [-1.85, 3.58, 0.38], [-1.32, -4.89, 3.08], [1.37, -3.74, 4.91], [3.63, -2.80, 5.77], [4.49, -4.21, 4.31], [3.61, -1.69, 1.89]], "mulliken_charge": [-1.156, -0.329, -0.890, -1.505, -0.512, -0.366, -0.137, 0.406, -0.692, 1.069, 0.371, -0.599, -0.543, -0.345, 0.487, -0.184, -0.217, -0.497, 0.296, 0.402, -0.620, -0.511, -0.120, -0.043, -0.240, 0.313, 0.216, 0.344, 0.201, 0.495, 0.471, 0.375, 0.485, 0.401, 0.494, 0.551, 0.278, 0.228, 0.400, 0.181, 0.382, 0.040, 0.078, 0.543]}


{"formula": "C16H19FNO", "method": "ωB97M-V/def2-TZVPD", "homo_energy_ev": -12.6, "charge": 1, "multiplicity": 1, "e_lumo_ev": -3.18, "de_lowest_kj_mol": 5.6, "e_tot_ha": -850.649302, "smiles": "C[C@@H](O)C[NH2+][C@H](c1ccccc1)c1ccc(F)cc1", "largest_force_ha_per_bohr": 0.1053, "symbols": ["C", "C", "O", "C", "N", "C", "C", "C", "C", "C", "C", "C", "C", "C", "C", "C", "F", "C", "C", "H", "H", "H", "H", "H", "H", "H", "H", "H", "H", "H", "H", "H", "H", "H", "H", "H", "H", "H"], "positions_angstrom": [[-1.33, -2.28, -3.78], [-0.50, -1.23, -3.05], [-0.69, -0.05, -3.87], [-0.72, -1.01, -1.61], [0.20, 0.06, -1.12], [-0.22, 0.63, 0.24], [0.58, 1.86, 0.79], [0.00, 3.14, 0.74], [0.72, 4.30, 1.01], [2.09, 4.19, 1.32], [2.68, 2.93, 1.45], [1.93, 1.77, 1.18], [-0.40, -0.56, 1.25], [-1.66, -1.00, 1.73], [-1.83, -2.19, 2.47], [-0.69, -2.93, 2.84], [-0.85, -4.19, 3.39], [0.59, -2.48, 2.51], [0.71, -1.31, 1.70], [-1.30, -3.27, -3.27], [-2.39, -1.98, -3.89], [-0.98, -2.39, -4.84], [0.52, -1.61, -3.21], [-0.58, 0.78, -3.37], [-1.73, -0.67, -1.40], [-0.55, -1.92, -1.02], [1.06, -0.45, -0.65], [0.68, 0.72, -1.90], [-1.22, 0.96, -0.02], [-1.06, 3.20, 0.50], [0.26, 5.29, 0.92], [2.70, 5.11, 1.49], [3.76, 2.81, 1.71], [2.40, 0.79, 1.26], [-2.53, -0.36, 1.58], [-2.82, -2.61, 2.68], [1.49, -3.05, 2.78], [1.70, -0.97, 1.47]], "mulliken_charge": [-1.496, 0.541, -0.512, -0.685, -0.170, -0.589, 0.145, -0.263, -0.710, -0.333, -0.748, -0.080, 0.275, -0.152, -0.661, 0.412, -0.287, -0.863, 0.128, 0.369, 0.369, 0.357, 0.214, 0.289, 0.359, 0.357, 0.633, 0.539, 0.662, 0.359, 0.379, 0.353, 0.364, 0.077, 0.408, 0.412, 0.425, 0.124]}


{"formula": "C16H19GaNO6", "method": "ωB97M-V/def2-TZVPD", "homo_energy_ev": -4.9, "charge": -1, "multiplicity": 1, "e_lumo_ev": 2.92, "de_lowest_kj_mol": 0.0, "e_tot_ha": -3052.332248, "largest_force_ha_per_bohr": 0.0021, "symbols": ["Ga", "C", "C", "C", "C", "C", "C", "C", "C", "C", "C", "H", "H", "H", "H", "H", "H", "H", "H", "H", "H", "H", "H", "H", "H", "H", "O", "C", "O", "C", "O", "O", "O", "C", "C", "C", "C", "O", "N", "H", "H", "H", "H"], "positions_angstrom": [[1.34, -0.72, -0.44], [-0.97, 1.60, 0.08], [-1.75, 0.48, -0.39], [-1.08, -0.14, -1.41], [0.22, 0.53, -1.58], [0.19, 1.67, -0.64], [1.30, 2.67, -0.48], [0.85, 0.67, -2.95], [-1.51, -1.31, -2.24], [-3.07, 0.06, 0.20], [-1.34, 2.50, 1.22], [1.03, 3.63, -0.92], [2.22, 2.32, -0.94], [1.52, 2.83, 0.58], [0.26, 1.34, -3.58], [0.89, -0.30, -3.46], [1.86, 1.05, -2.90], [-0.70, -2.05, -2.34], [-1.80, -1.00, -3.24], [-2.36, -1.83, -1.79], [-3.90, 0.67, -0.17], [-3.06, 0.16, 1.29], [-3.28, -0.99, -0.03], [-1.93, 3.36, 0.89], [-0.45, 2.87, 1.73], [-1.95, 1.97, 1.96], [3.65, -3.31, -2.11], [3.10, -2.40, -1.55], [1.80, -2.32, -1.33], [3.91, -1.17, -1.00], [5.10, -1.09, -1.15], [3.16, -0.26, -0.41], [-0.85, -2.73, 0.75], [-0.45, -1.91, 1.54], [-1.01, -1.68, 2.94], [-0.25, -0.47, 3.46], [0.73, -0.13, 2.35], [1.51, 0.80, 2.38], [0.58, -1.02, 1.31], [-0.85, -2.59, 3.52], [-2.09, -1.53, 2.85], [0.31, -0.65, 4.38], [-0.89, 0.40, 3.63]], "mulliken_charge": [0.037, 0.677, 0.848, -0.525, 3.414, -0.349, -1.782, -2.035, -1.641, -2.096, -1.791, 0.346, 0.300, 0.388, 0.421, 0.406, 0.385, 0.277, 0.310, 0.375, 0.371, 0.296, 0.359, 0.356, 0.312, 0.326, -0.640, 0.560, -0.578, 0.568, -0.645, -0.547, -0.626, 0.484, -0.587, -0.545, 0.490, -0.627, 0.556, 0.336, 0.264, 0.347, 0.203]}